ORCA calculation (ωB97M-V/def2-TZVPD) on a single C14H14N2O2 molecule in a non-equilibrium geometry.

Geometry as XYZ:
```
32
Properties=species:S:1:pos:R:3:lowdin_charge:R:1
C 0.605 1.140 -4.071 0.13
C 0.285 1.721 -3.038 -0.07
C 0.083 2.404 -1.715 -0.58
C 1.409 2.402 -0.986 -0.03
C -0.450 3.879 -1.971 -0.02
N -1.014 1.797 -1.114 0.12
C -0.989 0.933 -0.116 -0.40
N -2.027 0.925 0.619 0.20
C -1.732 0.060 1.600 -0.40
O -2.568 -0.039 2.517 0.05
C -0.226 -0.358 1.615 -0.09
C 0.000 -1.832 1.595 -0.16
C 0.156 -2.509 2.794 -0.05
C 0.388 -3.844 2.889 -0.08
C 0.542 -4.578 1.731 -0.10
C 0.546 -3.968 0.516 -0.09
C 0.295 -2.608 0.457 -0.02
O 0.086 0.239 0.311 0.04
H 0.768 0.607 -5.022 0.04
H 2.049 3.107 -1.491 0.08
H 1.927 1.466 -0.896 0.07
H 1.303 2.715 0.139 0.13
H 0.260 4.478 -2.539 0.07
H -1.450 3.746 -2.509 0.11
H -0.418 4.438 -0.940 0.12
H -1.970 2.169 -1.253 0.18
H 0.392 0.096 2.441 0.19
H -0.073 -2.047 3.730 0.12
H 0.393 -4.278 3.888 0.11
H 0.703 -5.615 1.710 0.09
H 0.552 -4.590 -0.414 0.13
H 0.176 -2.053 -0.478 0.12
```

## Properties
orbital gap = 0.356 Ha
highest occupied orbital energy = -9.12 eV
SMILES = C#CC(C)(C)NC1=NC(=O)[C@@H](c2ccccc2)O1
2S+1 = 1


ORCA calculation (ωB97M-V/def2-TZVPD) on a molecular structure, C14H14N2O2ReS2 in a non-equilibrium geometry.

Geometry as XYZ:
```
35
Properties=species:S:1:pos:R:3:lowdin_spin:R:1
Re 0.586 0.764 2.232 0.58
C -0.293 -2.699 -2.619 0.00
C -0.770 -1.370 -1.992 0.00
C -1.512 -0.498 -2.981 0.00
C 0.329 -0.689 -1.247 0.03
C 0.749 -1.172 0.004 0.03
C 1.831 -0.581 0.697 0.01
C 2.561 0.495 0.087 0.01
C 3.834 0.993 0.652 0.00
C 2.091 0.985 -1.147 0.03
C 1.013 0.416 -1.787 -0.01
H -1.134 -3.209 -3.078 0.00
H 0.159 -3.363 -1.886 0.00
H 0.455 -2.485 -3.383 0.00
H -1.509 -1.703 -1.240 0.00
H -0.948 -0.329 -3.901 0.00
H -1.764 0.470 -2.554 0.00
H -2.432 -0.990 -3.293 0.00
H 0.273 -2.048 0.430 0.00
H 2.334 -1.180 1.461 0.00
H 3.764 2.046 0.938 0.00
H 4.607 0.981 -0.122 0.00
H 4.182 0.415 1.504 0.00
H 2.627 1.786 -1.635 0.00
H 0.728 0.790 -2.757 0.00
S -1.329 1.137 1.003 0.14
C -2.225 1.276 2.521 -0.01
S -1.076 1.291 3.833 -0.10
C -3.590 1.311 2.610 0.03
C -4.268 1.404 3.847 0.00
N -4.806 1.449 4.855 0.03
C -4.389 1.185 1.451 0.00
N -4.971 1.037 0.477 0.02
O 1.952 0.959 3.190 0.05
O 2.945 1.124 3.830 0.12
```

## Properties
charge = +2
orbital gap (alpha / beta) = 0.181 / 0.169 Ha
highest occupied orbital energy (alpha / beta) = -16.50 / -16.34 eV
expectation value of S² = 0.898
2S+1 = 2


Molecular weight
In order: 242.3; 492.6
Unit: g/mol